Record 1
CN4O2 | wB97M-V/def2-TZVPD

For the largest force on an atom, the calculation gives 3.423 eV Å⁻¹. As for the multiplicity: 1. The value obtained for the relative energy (zero: lowest compared OMol25 entry of this formula, charge and spin) is 127.91 kcal per mole. As for the charge: 0. The LUMO energy (alpha / beta) is -1.33 / -3.13 eV. The value obtained for the HOMO-LUMO gap (alpha / beta) is 9.761 / 4.785 eV.

Each line ends with the Löwdin charge.
Geometry (Å):
C: -0.70 -0.08 -0.25  -0.257
N: -0.53 -1.34 -0.55  0.097
N: -0.91 0.94 0.27  0.175
N: 0.18 -1.76 -1.47  -0.037
N: 1.11 2.79 1.63  0.041
O: 0.75 -2.84 -1.48  0.090
O: 0.11 2.30 1.85  -0.108

---

Record 2
CN4OS | wB97M-V/def2-TZVPD

For the largest force on an atom, the calculation gives 6.301 eV Å⁻¹. As for the multiplicity: 1. The value obtained for the relative energy (zero: lowest compared OMol25 entry of this formula, charge and spin) is 26.72 kcal per mole. As for the charge: -2. The LUMO energy is 6.47 eV. The value obtained for the HOMO-LUMO gap is 4.354 eV.

Each line ends with the Löwdin charge.
Geometry (Å):
C: -0.31 -0.07 0.07  -0.749
N: 0.57 0.66 1.26  -0.134
N: 0.44 0.10 -0.99  -0.121
N: 1.60 1.04 0.59  -0.331
N: 1.57 0.79 -0.65  -0.258
O: -2.22 -1.52 -0.82  -0.902
S: -1.64 -1.01 0.54  0.496

---

Record 3
CNO4S2Sr | wB97M-V/def2-TZVPD

For the largest force on an atom, the calculation gives 3.623 eV Å⁻¹. As for the multiplicity: 1. The value obtained for the relative energy (zero: lowest compared OMol25 entry of this formula, charge and spin) is 11.90 kcal per mole. As for the charge: +1. The LUMO energy (alpha / beta) is -4.67 / -4.67 eV. The value obtained for the HOMO-LUMO gap (alpha / beta) is 7.699 / 7.700 eV.

Each line ends with the Löwdin charge.
Geometry (Å):
Sr: 0.02 -1.76 0.86  1.759
N: 2.04 1.24 0.02  -0.731
S: 2.67 -0.10 -0.48  0.941
O: 1.80 -1.34 -0.19  -0.909
S: 0.72 1.69 0.77  0.952
O: -0.30 0.46 0.85  -0.885
O: -1.89 -1.13 -0.37  -0.050
C: -2.23 0.02 -0.49  -0.364
O: -2.82 0.90 -0.97  0.286

---

Record 4
CO3PS | wB97M-V/def2-TZVPD

For the largest force on an atom, the calculation gives 3.546 eV Å⁻¹. As for the multiplicity: 3. The expectation value of S² is 2.007. The value obtained for the relative energy (zero: lowest compared OMol25 entry of this formula, charge and spin) is 0.00 kcal per mole. As for the charge: -1. The LUMO energy (alpha / beta) is 3.72 / 1.88 eV. The value obtained for the HOMO-LUMO gap (alpha / beta) is 4.996 / 5.915 eV.

Each line ends with the Löwdin spin population.
Geometry (Å):
C: 1.07 0.17 -0.06  0.034
O: 1.45 -0.10 -1.12  0.031
O: 1.13 0.52 1.03  0.056
O: -0.64 -1.26 0.53  0.311
P: -1.90 -0.56 0.21  0.651
S: -1.11 1.23 -0.60  0.918

---

Record 5
CO3S3 | wB97M-V/def2-TZVPD

For the largest force on an atom, the calculation gives 4.128 eV Å⁻¹. As for the multiplicity: 1. The value obtained for the relative energy (zero: lowest compared OMol25 entry of this formula, charge and spin) is 50.18 kcal per mole. As for the charge: 0. The LUMO energy is -1.08 eV. The value obtained for the HOMO-LUMO gap is 9.218 eV.

Each line ends with the Löwdin charge.
Geometry (Å):
C: 1.17 -0.48 0.11  -1.313
O: -2.16 0.02 -0.68  -0.259
O: -0.75 0.18 1.36  -0.304
O: 0.05 1.11 -0.84  -0.355
S: 2.18 0.46 0.78  0.905
S: 0.41 -1.66 -0.66  0.860
S: -0.90 0.37 -0.06  0.465

---

Record 6
CO4S | wB97M-V/def2-TZVPD

For the largest force on an atom, the calculation gives 2.643 eV Å⁻¹. As for the multiplicity: 1. The value obtained for the relative energy (zero: lowest compared OMol25 entry of this formula, charge and spin) is 2.99 kcal per mole. As for the charge: 0. The LUMO energy is -1.57 eV. The value obtained for the HOMO-LUMO gap is 10.606 eV.

Each line ends with the Löwdin charge.
Geometry (Å):
C: 1.07 -0.90 1.04  -0.491
O: -0.78 0.03 -0.49  -0.438
O: 1.55 -1.68 0.37  0.222
O: -1.25 1.98 -1.98  -0.430
O: 0.66 -0.06 1.71  0.191
S: -1.65 0.67 -1.47  0.946